The following is a quantum chemistry calculation of a structure of composition C6H10N2 at a distorted geometry, from the Open Molecules 2025 dataset.

The geometry in XYZ format:
```
18
Properties=species:S:1:pos:R:3:forces:R:3:lowdin_charge:R:1
C -0.234354 1.314819 0.908394 -0.44 0.91 1.04 -0.087
C 0.183612 0.368993 -0.259427 -1.98 10.14 -3.89 -0.473
C -1.418271 0.092032 -0.895758 -0.64 -2.33 0.54 -0.028
C -1.128780 -1.065568 0.264605 -2.97 -1.99 3.68 -0.162
C 0.236538 -0.954937 -0.227789 2.84 -6.77 1.32 -0.515
C 1.655576 0.737768 -0.779223 0.57 -1.64 1.88 -0.053
H 0.411392 1.130908 1.911907 -2.23 0.09 -2.01 0.133
H 0.102411 2.316457 0.615205 0.08 -0.11 -0.14 0.053
H -1.485676 1.494932 0.870300 3.81 -0.83 1.24 0.135
H -2.294888 0.743718 -0.651123 1.10 -0.22 -0.48 0.076
H -1.620907 -0.520397 -1.902632 0.89 1.70 1.99 0.130
H -1.155614 -0.711724 1.492548 -0.13 -0.54 -3.82 0.169
H -1.606716 -2.139651 0.397934 0.60 2.19 -1.16 0.126
H 0.209579 -1.313546 -1.342937 1.12 -0.13 2.05 0.183
H 2.151476 -1.946109 0.447883 -2.88 2.37 1.18 0.166
H 2.071770 1.633314 -1.294151 -0.44 -0.98 0.27 0.110
N 1.476740 -1.019293 0.639999 4.15 -4.47 -3.24 0.009
N 2.446108 -0.161710 -0.195737 -3.46 2.59 -0.45 0.026
```
Forces are in eV/Å.

Output
HOMO energy: -0.347 Ha
frontier orbital gap: 10.4 eV
spin multiplicity: 1
charge: 0
relative energy (zero: lowest compared OMol25 entry of this formula, charge and spin): 183.10 kcal per mole